Entry 1
The following is a DFT calculation (ωB97M-V/def2-TZVPD) of a 2-piece molecular cluster, C2H6N2S2 overall.

Computed properties:
LUMO (spin up / spin down) (eV): 0.012 / 0.013
HOMO energy (spin up / spin down) (eV): -8.375 / -8.375

```
! RIJCOSX wB97M-V def2-TZVPD def2/J DEFGRID3
* xyz 0 1
C -1.898 -0.434 -0.901
C 0.984 0.771 1.546
N -1.612 -0.287 0.373
N 2.040 -0.084 -0.672
S -0.750 -0.700 -2.054
S 2.388 0.751 0.636
H -2.940 -0.554 -1.265
H 1.036 1.262 2.563
H -2.372 -0.233 0.979
H 0.026 0.317 1.177
H 0.207 -0.773 -1.141
H 2.891 -0.035 -1.242
*
```

=====

Entry 2
The following is a DFT calculation (ωB97M-V/def2-TZVPD) of one molecule with the formula C2H6N2S2.

Computed properties:
LUMO (eV): 0.740
HOMO energy (eV): -8.240

```
! RIJCOSX wB97M-V def2-TZVPD def2/J DEFGRID3
* xyz 0 1
C -0.132 0.147 1.518
C 0.006 -0.143 0.045
N -0.661 0.411 -0.905
S -1.866 1.540 -0.440
N 0.941 -1.121 -0.284
S 1.244 -1.612 -1.870
H -1.156 -0.112 1.859
H 0.559 -0.446 2.102
H 0.010 1.186 1.720
H -2.281 1.797 -1.702
H 1.738 -1.218 0.348
H 1.599 -0.429 -2.390
*
```

=====

Entry 3
The following is a DFT calculation (ωB97M-V/def2-TZVPD) of one molecule with the formula C2H6N2S2.

Computed properties:
LUMO (eV): 0.563
HOMO energy (eV): -8.359

```
! RIJCOSX wB97M-V def2-TZVPD def2/J DEFGRID3
* xyz 0 1
C -1.630 -0.006 -0.530
C -0.310 0.090 0.021
N -0.068 -0.598 1.102
S 1.423 -0.491 2.025
N 0.587 0.959 -0.676
S 2.171 0.346 -1.159
H -1.701 0.006 -1.634
H -2.310 0.761 -0.122
H -2.145 -0.880 -0.145
H 1.267 -1.809 2.425
H 0.068 1.318 -1.461
H 2.647 0.303 0.152
*
```

=====

The most stable arrangement is entry 2, and the next structure is 73.4 kJ/mol less stable.

=====

Entry 1
The following is a DFT calculation (ωB97M-V/def2-TZVPD) of a 13-piece molecular cluster, C26H78O13S13 overall.

Computed properties:
LUMO (eV): -0.523
HOMO energy (eV): -8.520

```
! RIJCOSX wB97M-V def2-TZVPD def2/J DEFGRID3
* xyz 0 1
C -15.636 -4.342 -9.255
S -15.252 -6.091 -9.029
O -16.248 -6.681 -8.099
C -15.788 -6.587 -10.657
H -15.164 -3.790 -8.444
H -16.716 -4.215 -9.215
H -15.149 -4.048 -10.184
H -16.715 -6.073 -10.925
H -15.868 -7.666 -10.692
H -15.103 -6.189 -11.415
C -16.940 -2.538 -17.960
S -16.306 -4.210 -18.068
O -16.231 -4.561 -19.507
C -17.760 -5.001 -17.402
H -17.933 -2.448 -18.407
H -16.264 -1.859 -18.473
H -17.027 -2.308 -16.896
H -18.518 -5.056 -18.196
H -18.163 -4.477 -16.537
H -17.578 -6.060 -17.200
C -15.725 -12.380 -20.735
S -16.270 -12.404 -19.025
O -15.853 -11.076 -18.495
C -18.019 -12.396 -19.398
H -14.665 -12.622 -20.741
H -15.931 -11.376 -21.115
H -16.276 -13.094 -21.344
H -18.654 -12.506 -18.523
H -18.209 -13.170 -20.141
H -18.268 -11.447 -19.887
C -12.601 -10.397 -19.236
S -11.705 -9.594 -20.593
O -10.881 -10.734 -21.102
C -13.118 -9.510 -21.710
H -13.328 -11.111 -19.603
H -13.107 -9.614 -18.660
H -11.833 -10.802 -18.582
H -13.824 -8.718 -21.488
H -13.617 -10.478 -21.696
H -12.696 -9.392 -22.708
C -12.027 -14.501 -16.679
S -13.778 -14.236 -16.851
O -14.494 -15.247 -16.045
C -13.875 -12.719 -15.905
H -11.625 -14.256 -15.696
H -11.477 -13.939 -17.440
H -11.807 -15.546 -16.900
H -13.511 -11.882 -16.502
H -13.286 -12.804 -14.993
H -14.924 -12.602 -15.648
C -16.294 -10.349 -11.446
S -15.668 -10.757 -13.065
O -15.226 -12.169 -12.978
C -17.287 -10.872 -13.850
H -16.847 -11.223 -11.099
H -16.973 -9.494 -11.510
H -15.484 -10.146 -10.750
H -17.803 -11.674 -13.319
H -17.118 -11.209 -14.874
H -17.849 -9.937 -13.823
C -17.815 -6.934 -21.683
S -17.327 -8.519 -21.000
O -16.654 -9.251 -22.083
C -16.095 -7.896 -19.895
H -18.489 -7.118 -22.515
H -16.909 -6.434 -22.027
H -18.255 -6.315 -20.901
H -15.318 -7.312 -20.389
H -15.641 -8.744 -19.378
H -16.490 -7.248 -19.108
C -20.306 -6.655 -14.546
S -20.059 -7.427 -12.949
O -18.620 -7.421 -12.611
C -20.773 -6.090 -11.976
H -19.886 -7.323 -15.297
H -19.759 -5.711 -14.606
H -21.364 -6.490 -14.746
H -20.034 -5.303 -11.854
H -21.025 -6.495 -10.996
H -21.688 -5.743 -12.455
C -20.073 -8.265 -18.683
S -18.987 -9.308 -17.693
O -18.373 -8.409 -16.671
C -20.231 -10.222 -16.802
H -21.038 -8.123 -18.198
H -20.264 -8.775 -19.629
H -19.523 -7.351 -18.892
H -19.675 -10.988 -16.255
H -20.942 -10.735 -17.450
H -20.730 -9.612 -16.048
C -19.938 -2.522 -13.402
S -18.187 -2.489 -13.803
O -17.627 -1.309 -13.143
C -17.696 -3.920 -12.822
H -20.276 -1.500 -13.566
H -20.097 -2.778 -12.353
H -20.472 -3.231 -14.034
H -17.916 -3.727 -11.774
H -16.628 -4.027 -13.001
H -18.256 -4.753 -13.249
C -9.338 -8.741 -17.787
S -9.775 -7.708 -16.395
O -8.645 -6.785 -16.179
C -11.045 -6.712 -17.145
H -8.488 -9.324 -17.426
H -9.044 -8.181 -18.671
H -10.119 -9.482 -17.960
H -11.313 -6.004 -16.360
H -11.951 -7.256 -17.401
H -10.618 -6.093 -17.935
C -14.272 -1.930 -14.615
S -12.706 -1.653 -15.443
O -11.660 -1.864 -14.419
C -12.752 -3.076 -16.522
H -14.141 -1.431 -13.657
H -14.543 -2.973 -14.439
H -15.047 -1.463 -15.225
H -13.617 -2.975 -17.186
H -12.910 -3.995 -15.955
H -11.862 -3.131 -17.143
C -14.846 -8.958 -16.119
S -14.443 -7.636 -15.003
O -14.061 -6.425 -15.791
C -16.018 -7.324 -14.264
H -15.489 -8.615 -16.925
H -15.489 -9.654 -15.579
H -13.929 -9.446 -16.426
H -16.798 -7.039 -14.966
H -15.902 -6.601 -13.463
H -16.398 -8.253 -13.841
*
```

=====

Entry 2
The following is a DFT calculation (ωB97M-V/def2-TZVPD) of C26H78O13S13 as an isolated structure.

Computed properties:
LUMO (eV): -0.516
HOMO energy (eV): -6.874

```
! RIJCOSX wB97M-V def2-TZVPD def2/J DEFGRID3
* xyz 0 1
C 19.271 -16.343 11.690
S 19.530 -18.148 12.075
O 19.876 -18.231 13.527
C 17.748 -18.583 11.943
H 18.762 -16.095 10.758
H 20.064 -15.596 11.642
H 18.552 -15.911 12.387
H 17.672 -19.626 12.248
H 17.492 -18.505 10.887
H 17.081 -17.990 12.569
C 15.227 -14.215 11.135
S 16.751 -15.141 10.814
O 16.596 -15.445 9.339
C 17.871 -13.662 10.777
H 15.045 -13.565 10.279
H 15.249 -13.669 12.078
H 14.359 -14.873 11.092
H 17.631 -13.056 9.903
H 18.953 -13.788 10.790
H 17.630 -12.981 11.593
C 23.300 -17.301 6.643
S 24.012 -18.478 5.368
O 22.896 -19.165 4.612
C 24.831 -17.254 4.331
H 22.697 -16.515 6.187
H 24.123 -16.857 7.204
H 22.815 -18.029 7.292
H 25.342 -17.660 3.457
H 25.338 -16.420 4.814
H 24.035 -16.688 3.848
C 19.139 -15.891 7.277
S 18.819 -16.654 5.578
O 18.361 -15.458 4.730
C 20.589 -16.806 5.243
H 19.327 -16.655 8.032
H 18.346 -15.168 7.464
H 20.047 -15.296 7.373
H 20.851 -17.516 4.459
H 21.220 -17.105 6.080
H 20.988 -15.845 4.917
C 23.603 -13.387 7.201
S 22.865 -14.644 6.087
O 21.964 -15.373 7.085
C 21.748 -13.550 5.077
H 24.449 -13.860 7.699
H 22.992 -12.810 7.896
H 24.136 -12.597 6.672
H 21.118 -14.335 4.660
H 22.288 -13.041 4.278
H 21.211 -12.901 5.769
C 21.310 -9.942 8.817
S 22.909 -10.880 8.746
O 23.852 -10.217 9.798
C 22.214 -12.420 9.541
H 20.572 -10.355 8.129
H 21.363 -8.875 8.604
H 20.826 -10.243 9.746
H 21.513 -12.838 8.818
H 21.738 -12.190 10.494
H 23.044 -13.051 9.856
C 21.698 -14.168 14.753
S 21.154 -14.876 13.022
O 21.406 -13.864 11.884
C 22.306 -16.237 12.761
H 21.809 -14.848 15.597
H 21.089 -13.302 15.013
H 22.677 -13.776 14.474
H 22.031 -16.698 11.812
H 22.558 -16.979 13.518
H 23.291 -15.786 12.639
C 22.696 -16.214 9.189
S 20.932 -16.657 9.088
O 20.705 -17.602 10.257
C 20.283 -15.017 9.581
H 22.858 -15.159 9.412
H 23.329 -16.390 8.320
H 23.141 -16.685 10.065
H 20.368 -14.236 8.826
H 20.768 -14.705 10.506
H 19.245 -15.344 9.639
C 21.264 -19.276 10.303
S 21.882 -20.687 11.318
O 23.365 -20.940 11.047
C 21.887 -19.825 12.969
H 22.100 -18.589 10.432
H 20.235 -18.991 10.525
H 21.289 -19.628 9.272
H 20.836 -19.637 13.189
H 22.560 -18.969 13.014
H 22.375 -20.489 13.682
C 18.128 -13.471 8.162
S 19.445 -12.155 8.275
O 20.494 -12.704 7.272
C 18.555 -10.784 7.450
H 18.460 -14.372 8.678
H 17.912 -13.659 7.111
H 17.189 -13.157 8.619
H 18.459 -10.928 6.374
H 18.985 -9.807 7.670
H 17.578 -10.695 7.923
C 19.688 -19.150 8.145
S 18.019 -19.819 8.616
O 18.102 -20.458 10.029
C 17.063 -18.228 8.724
H 20.267 -20.017 7.826
H 20.203 -18.550 8.896
H 19.398 -18.617 7.240
H 17.653 -17.554 8.104
H 17.358 -17.842 9.700
H 15.988 -18.275 8.546
C 23.688 -14.471 10.631
S 24.523 -13.598 12.094
O 24.819 -14.685 13.130
C 26.147 -13.208 11.297
H 23.898 -13.794 9.803
H 22.632 -14.664 10.826
H 24.171 -15.436 10.475
H 27.002 -13.873 11.418
H 26.561 -12.370 11.856
H 26.228 -13.000 10.230
C 24.661 -19.441 10.667
S 25.962 -18.660 11.745
O 27.294 -18.897 10.981
C 25.404 -16.827 11.543
H 23.646 -19.098 10.865
H 24.729 -20.518 10.514
H 24.855 -19.160 9.632
H 25.565 -16.414 12.538
H 24.348 -16.831 11.274
H 26.049 -16.352 10.803
*
```

=====

The most stable arrangement is entry 1, and the next structure is 2645.0 kJ/mol less stable.

=====

Entry 1
The following is a DFT calculation (ωB97M-V/def2-TZVPD) of C6H7N3 as an isolated structure.

Computed properties:
LUMO (eV): 0.766
HOMO energy (eV): -6.935

```
! RIJCOSX wB97M-V def2-TZVPD def2/J DEFGRID3
* xyz 0 1
C 0.288 -1.959 0.697
C -0.677 -1.103 0.049
C -0.759 -0.254 1.274
C 0.512 -0.926 1.573
C -0.869 -0.121 -0.920
C -0.769 1.030 -0.183
N 1.613 -0.482 2.121
N -0.780 -0.208 -2.371
N -0.326 2.211 -0.605
H 0.134 -3.042 0.614
H 2.311 -1.044 2.478
H 1.509 0.395 2.676
H -1.407 -0.680 -2.956
H -0.707 0.791 -2.807
H -0.116 3.020 -0.003
H 0.041 2.372 -1.636
*
```

=====

Entry 2
The following is a DFT calculation (ωB97M-V/def2-TZVPD) of one molecule with the formula C6H7N3.

Computed properties:
LUMO (eV): 0.507
HOMO energy (eV): -8.649

```
! RIJCOSX wB97M-V def2-TZVPD def2/J DEFGRID3
* xyz 0 1
C 2.892 -0.213 0.283
C 1.442 -0.116 -0.275
C 0.580 0.911 -0.049
N -0.764 0.910 -0.303
C -1.556 -0.047 -0.082
C -2.973 0.308 -0.149
N -1.108 -1.355 0.430
C -0.086 -1.561 -0.236
N 0.941 -1.283 -0.876
H 3.219 -1.227 0.307
H 2.761 0.055 1.329
H 3.608 0.458 -0.127
H 0.909 2.002 0.255
H -3.683 -0.566 0.133
H -3.137 0.546 -1.206
H -3.046 1.178 0.567
*
```

=====

The most stable arrangement is entry 2, and the next structure is 460.1 kJ/mol less stable.

=====

Entry 1
The following is a DFT calculation (ωB97M-V/def2-TZVPD) of an isolated ion of composition C4H11N2O and charge -1.

Computed properties:
LUMO (eV): 3.818
HOMO energy (eV): -2.486

```
! RIJCOSX wB97M-V def2-TZVPD def2/J DEFGRID3
* xyz -1 1
N 0.059 -2.899 0.848
C -0.017 -1.691 0.036
C -0.185 -0.251 0.641
C -0.492 0.807 -0.466
N 0.062 0.647 -1.818
C 0.142 2.181 0.176
O 0.047 3.091 -0.824
H -0.326 -2.760 1.765
H 1.046 -3.081 0.991
H -0.940 -1.680 -0.569
H 0.837 -1.584 -0.637
H 0.811 -0.073 1.100
H -1.026 -0.243 1.320
H -1.593 0.858 -0.475
H 0.052 1.644 -2.150
H 1.066 0.643 -1.622
H -0.599 2.417 0.948
H 1.056 1.972 0.736
*
```

=====

Entry 2
The following is a DFT calculation (ωB97M-V/def2-TZVPD) of an isolated ion of composition C4H11N2O and charge -1.

Computed properties:
LUMO (eV): 4.047
HOMO energy (eV): -2.289

```
! RIJCOSX wB97M-V def2-TZVPD def2/J DEFGRID3
* xyz -1 1
N 0.197 1.734 -2.118
C -0.380 0.605 -1.435
C 0.580 -0.047 -0.438
N 1.595 -0.953 -1.018
C -0.320 -0.840 0.562
C -0.523 -0.069 1.932
O -1.574 -0.398 2.660
H 1.042 1.461 -2.592
H 0.498 2.463 -1.486
H -1.263 0.838 -0.864
H -0.487 -0.110 -2.251
H 1.115 0.667 0.178
H 2.417 -0.873 -0.438
H 1.285 -1.912 -1.020
H 0.323 -1.670 0.887
H -1.192 -1.376 0.177
H -0.332 1.023 1.649
H 0.447 -0.261 2.497
*
```

=====

The most stable arrangement is entry 2, and the next structure is 11.8 kJ/mol less stable.